(1)
Below is a gas-phase ion, C18H28NO (charge +1), with properties calculated with ωB97M-V/def2-TZVPD.

Each atom is followed by the atoms it is bonded to, with distances in Å.
Geometry (Å):
1 C -3.586 -3.168 0.252  C2 1.525, H21 1.087, H22 1.086, H23 1.087
2 C -3.362 -1.660 0.286  C1 1.525, C3 1.531, H24 1.095, H25 1.091
3 C -4.194 -0.959 -0.791  C2 1.531, C4 1.523, H26 1.092, H27 1.090
4 C -3.827 0.508 -0.966  C3 1.523, N5 1.489, H28 1.092, H29 1.093
5 N -4.119 1.279 0.275  C4 1.489, C6 1.494, H30 1.026, H31 1.030
6 C -3.605 2.682 0.240  N5 1.494, C7 1.449, H32 1.094, H33 1.094
7 C -2.157 2.646 0.185  C6 1.449, C8 1.199
8 C -0.961 2.571 0.137  C7 1.199, C9 1.449
9 C 0.467 2.339 0.073  C8 1.449, O10 1.412, H34 1.100, H35 1.101
10 O 0.629 0.937 0.040  C9 1.412, C11 1.384
11 C 1.913 0.424 -0.025  O10 1.384, C12 1.385, C17 1.400
12 C 3.053 1.211 -0.063  C11 1.385, C13 1.390, H36 1.080
13 C 4.315 0.631 -0.121  C12 1.390, C14 1.497, C15 1.386
14 C 5.544 1.484 -0.140  C13 1.497, H37 1.087, H38 1.087, H39 1.090
15 C 4.409 -0.752 -0.137  C13 1.386, C16 1.383, H40 1.079
16 C 3.270 -1.535 -0.102  C15 1.383, C17 1.385, H41 1.078
17 C 2.005 -0.973 -0.054  C11 1.400, C16 1.385, C18 1.511
18 C 0.744 -1.801 0.018  C17 1.511, C19 1.533, C20 1.527, H42 1.097
19 C 0.376 -2.024 1.489  C18 1.533, H43 1.088, H44 1.088, H45 1.087
20 C 0.854 -3.138 -0.712  C18 1.527, H46 1.087, H47 1.086, H48 1.088
21 H -3.282 -3.578 -0.707  C1 1.087
22 H -3.006 -3.654 1.031  C1 1.086
23 H -4.635 -3.405 0.411  C1 1.087
24 H -3.628 -1.297 1.284  C2 1.095
25 H -2.304 -1.451 0.120  C2 1.091
26 H -5.259 -1.062 -0.567  C3 1.092
27 H -4.018 -1.458 -1.745  C3 1.090
28 H -4.387 0.955 -1.790  C4 1.092
29 H -2.758 0.609 -1.168  C4 1.093
30 H -5.130 1.271 0.449  N5 1.026
31 H -3.658 0.779 1.048  N5 1.030
32 H -4.010 3.187 -0.641  C6 1.094
33 H -3.935 3.211 1.139  C6 1.094
34 H 0.951 2.778 0.958  C9 1.100
35 H 0.872 2.813 -0.834  C9 1.101
36 H 2.985 2.289 -0.046  C12 1.080
37 H 6.289 1.068 -0.814  C14 1.087
38 H 5.316 2.501 -0.451  C14 1.087
39 H 5.985 1.523 0.857  C14 1.090
40 H 5.381 -1.220 -0.177  C15 1.079
41 H 3.373 -2.608 -0.116  C16 1.078
42 H -0.052 -1.216 -0.458  C18 1.097
43 H 0.210 -1.072 1.989  C19 1.088
44 H -0.524 -2.629 1.574  C19 1.088
45 H 1.186 -2.540 1.999  C19 1.087
46 H 1.236 -2.996 -1.720  C20 1.087
47 H 1.513 -3.820 -0.182  C20 1.086
48 H -0.126 -3.607 -0.776  C20 1.088

As for the spin multiplicity: 1. The value obtained for the energy above the lowest of the compared OMol25 structures with the same formula, charge and spin is 1.5 kcal/mol. As for the total charge: +1. As for the SMILES: CCCC[NH2+]CC#CCOc1cc(C)ccc1C(C)C. The frontier orbital gap is 7.50 eV.



(2)
Below is 9 unconnected molecules or ions with the total composition C42H98N4O19, with properties calculated with ωB97M-V/def2-TZVPD.

Each atom is followed by the atoms it is bonded to, with distances in Å.
Geometry (Å):
1 C -2.262 5.242 -4.630  O2 1.398, H10 1.090, H11 1.090, H12 1.090
2 O -2.147 4.965 -3.265  C1 1.398, C3 1.438
3 C -2.008 6.121 -2.420  O2 1.438, C4 1.487, H13 1.090, H14 1.090
4 C -2.079 5.850 -0.959  C3 1.487, O5 1.406, H15 1.090, H16 1.090
5 O -3.278 5.142 -0.768  C4 1.406, C6 1.459
6 C -3.582 4.731 0.598  O5 1.459, C7 1.492, H17 1.090, H18 1.090
7 C -3.189 3.335 0.947  C6 1.492, O8 1.492, H19 1.090, H20 1.090
8 O -4.071 2.375 0.220  C7 1.492, C9 1.455
9 C -3.684 0.974 0.144  O8 1.455, H21 1.090, H22 1.090, H23 1.090
10 H -2.747 4.357 -5.040  C1 1.090
11 H -1.288 5.405 -5.093  C1 1.090
12 H -2.891 6.122 -4.766  C1 1.090
13 H -2.723 6.904 -2.676  C3 1.090
14 H -1.000 6.476 -2.636  C3 1.090
15 H -2.000 6.711 -0.295  C4 1.090
16 H -1.297 5.143 -0.685  C4 1.090
17 H -4.626 4.927 0.847  C6 1.090
18 H -3.185 5.557 1.189  C6 1.090
19 H -3.358 3.144 2.007  C7 1.090
20 H -2.175 3.123 0.607  C7 1.090
21 H -4.386 0.462 -0.514  C9 1.090
22 H -3.885 0.443 1.075  C9 1.090
23 H -2.681 0.799 -0.245  C9 1.090
24 C 0.764 -1.570 -4.569  O25 1.447, H33 1.090, H34 1.090, H35 1.090
25 O 2.166 -1.223 -4.652  C24 1.447, C26 1.368
26 C 2.466 0.048 -5.059  O25 1.368, C27 1.515, H36 1.090, H37 1.090
27 C 3.899 0.309 -4.640  C26 1.515, O28 1.485, H38 1.090, H39 1.090
28 O 3.933 0.745 -3.221  C27 1.485, C29 1.433
29 C 5.235 0.991 -2.677  O28 1.433, C30 1.558, H40 1.090, H41 1.090
30 C 5.091 1.230 -1.144  C29 1.558, O31 1.439, H42 1.090, H43 1.090
31 O 4.070 2.102 -0.625  C30 1.439, C32 1.430
32 C 4.108 3.435 -1.140  O31 1.430, H44 1.090, H45 1.090, H46 1.090
33 H 0.346 -1.754 -5.559  C24 1.090
34 H 0.247 -0.828 -3.961  C24 1.090
35 H 0.663 -2.479 -3.975  C24 1.090
36 H 1.814 0.738 -4.524  C26 1.090
37 H 2.282 0.143 -6.129  C26 1.090
38 H 4.267 1.120 -5.268  C27 1.090
39 H 4.533 -0.543 -4.888  C27 1.090
40 H 5.783 1.765 -3.215  C29 1.090
41 H 5.877 0.123 -2.824  C29 1.090
42 H 6.033 1.562 -0.708  C30 1.090
43 H 4.848 0.265 -0.698  C30 1.090
44 H 5.149 3.760 -1.147  C32 1.090
45 H 3.469 3.978 -0.444  C32 1.090
46 H 3.775 3.403 -2.177  C32 1.090
47 C 4.469 -1.957 1.380  O48 1.396, H56 1.090, H57 1.090, H58 1.090
48 O 3.784 -3.107 1.777  C47 1.396, C49 1.445
49 C 2.396 -3.215 1.393  O48 1.445, C50 1.598, H59 1.090, H60 1.090
50 C 1.671 -4.512 1.981  C49 1.598, O51 1.416, H61 1.090, H62 1.090
51 O 2.250 -5.687 1.445  C50 1.416, C52 1.470
52 C 1.754 -6.854 2.190  O51 1.470, C53 1.540, H63 1.090, H64 1.090
53 C 2.208 -8.133 1.462  C52 1.540, O54 1.371, H65 1.090, H66 1.090
54 O 1.461 -9.133 2.030  C53 1.371, C55 1.425
55 C 1.759 -10.408 1.470  O54 1.425, H67 1.090, H68 1.090, H69 1.090
56 H 4.001 -1.096 1.858  C47 1.090
57 H 4.433 -1.858 0.295  C47 1.090
58 H 5.493 -2.004 1.750  C47 1.090
59 H 2.470 -3.185 0.306  C49 1.090
60 H 1.895 -2.334 1.796  C49 1.090
61 H 0.624 -4.518 1.679  C50 1.090
62 H 1.609 -4.410 3.065  C50 1.090
63 H 0.673 -6.891 2.326  C52 1.090
64 H 1.976 -6.817 3.256  C52 1.090
65 H 3.283 -8.260 1.590  C53 1.090
66 H 1.967 -8.107 0.399  C53 1.090
67 H 1.356 -11.222 2.073  C55 1.090
68 H 2.824 -10.634 1.533  C55 1.090
69 H 1.296 -10.445 0.484  C55 1.090
70 C -0.722 2.206 -2.705  O71 1.395, H79 1.090, H80 1.090, H81 1.090
71 O -0.060 1.010 -2.427  C70 1.395, C72 1.405
72 C 0.921 1.171 -1.434  O71 1.405, C73 1.580, H82 1.090, H83 1.090
73 C 1.239 -0.167 -0.657  C72 1.580, O74 1.435, H84 1.090, H85 1.090
74 O 0.185 -0.814 0.071  C73 1.435, C75 1.421
75 C -0.040 -0.206 1.336  O74 1.421, C76 1.484, H86 1.090, H87 1.090
76 C -1.161 -0.820 2.090  C75 1.484, O77 1.381, H88 1.090, H89 1.090
77 O -0.694 -1.914 2.792  C76 1.381, C78 1.412
78 C -1.568 -2.515 3.725  O77 1.412, H90 1.090, H91 1.090, H92 1.090
79 H -1.265 2.643 -1.867  C70 1.090
80 H -1.439 1.971 -3.491  C70 1.090
81 H -0.016 2.973 -3.025  C70 1.090
82 H 0.719 1.926 -0.674  C72 1.090
83 H 1.841 1.476 -1.933  C72 1.090
84 H 2.038 -0.042 0.073  C73 1.090
85 H 1.646 -0.787 -1.456  C73 1.090
86 H -0.273 0.824 1.063  C75 1.090
87 H 0.865 -0.326 1.930  C75 1.090
88 H -1.947 -1.161 1.415  C76 1.090
89 H -1.638 -0.130 2.787  C76 1.090
90 H -1.111 -2.599 4.712  C78 1.090
91 H -2.056 -3.414 3.349  C78 1.090
92 H -2.305 -1.745 3.955  C78 1.090
93 C -5.764 -2.148 1.580  O94 1.350, H102 1.090, H103 1.090, H104 1.090
94 O -5.358 -1.878 0.320  C93 1.350, C95 1.389
95 C -5.009 -3.049 -0.338  O94 1.389, C96 1.514, H105 1.090, H106 1.090
96 C -4.587 -2.757 -1.763  C95 1.514, O97 1.432, H107 1.090, H108 1.090
97 O -3.447 -1.895 -1.844  C96 1.432, C98 1.412
98 C -2.148 -2.414 -2.033  O97 1.412, C99 1.543, H109 1.090, H110 1.090
99 C -1.523 -3.295 -0.931  C98 1.543, O100 1.445, H111 1.090, H112 1.090
100 O -2.054 -4.638 -0.984  C99 1.445, C101 1.396
101 C -1.642 -5.478 0.052  O100 1.396, H113 1.090, H114 1.090, H115 1.090
102 H -5.109 -2.629 2.306  C93 1.090
103 H -6.753 -2.605 1.610  C93 1.090
104 H -5.990 -1.208 2.082  C93 1.090
105 H -5.808 -3.789 -0.377  C95 1.090
106 H -4.193 -3.540 0.191  C95 1.090
107 H -5.313 -2.192 -2.348  C96 1.090
108 H -4.414 -3.666 -2.339  C96 1.090
109 H -1.531 -1.522 -2.140  C98 1.090
110 H -2.082 -2.931 -2.991  C98 1.090
111 H -1.791 -2.914 0.055  C99 1.090
112 H -0.443 -3.425 -0.991  C99 1.090
113 H -0.594 -5.725 -0.120  C101 1.090
114 H -2.324 -6.328 0.048  C101 1.090
115 H -1.703 -4.956 1.008  C101 1.090
116 C 0.501 5.115 1.822  O117 1.249, N118 1.335, H121 1.101
117 O -0.512 4.394 1.937  C116 1.249
118 N 1.764 4.683 1.864  C116 1.335, C119 1.454, C120 1.461
119 C 2.878 5.591 2.085  N118 1.454, H122 1.090, H123 1.090, H124 1.090
120 C 2.078 3.286 2.156  N118 1.461, H125 1.090, H126 1.090, H127 1.090
121 H 0.445 6.214 1.775  C116 1.101
122 H 3.767 5.091 1.701  C119 1.090
123 H 2.950 5.642 3.171  C119 1.090
124 H 2.797 6.631 1.770  C119 1.090
125 H 3.021 3.211 1.615  C120 1.090
126 H 2.155 3.215 3.241  C120 1.090
127 H 1.369 2.557 1.765  C120 1.090
128 C 1.794 -1.643 5.439  O129 1.234, N130 1.390, H133 1.101
129 O 1.343 -2.280 6.394  C128 1.234
130 N 2.136 -0.298 5.366  C128 1.390, C131 1.456, C132 1.450
131 C 2.933 0.217 4.262  N130 1.456, H134 1.090, H135 1.090, H136 1.090
132 C 1.667 0.608 6.397  N130 1.450, H137 1.090, H138 1.090, H139 1.090
133 H 2.165 -2.148 4.533  C128 1.101
134 H 2.784 -0.295 3.311  C131 1.090
135 H 3.985 0.124 4.531  C131 1.090
136 H 2.692 1.247 3.998  C131 1.090
137 H 1.069 1.414 5.972  C132 1.090
138 H 1.070 0.127 7.173  C132 1.090
139 H 2.522 1.119 6.839  C132 1.090
140 C -1.327 2.958 -8.809  O141 1.245, N142 1.339, H145 1.101
141 O -0.953 3.427 -9.900  C140 1.245
142 N -0.482 2.210 -8.089  C140 1.339, C143 1.440, C144 1.489
143 C -0.915 1.609 -6.854  N142 1.440, H146 1.090, H147 1.090, H148 1.090
144 C 0.796 1.688 -8.647  N142 1.489, H149 1.090, H150 1.090, H151 1.090
145 H -2.300 3.101 -8.314  C140 1.101
146 H -0.378 2.063 -6.022  C143 1.090
147 H -0.626 0.559 -6.830  C143 1.090
148 H -1.990 1.720 -6.714  C143 1.090
149 H 0.606 0.842 -9.307  C144 1.090
150 H 1.355 2.474 -9.156  C144 1.090
151 H 1.361 1.216 -7.843  C144 1.090
152 C -3.951 1.545 5.225  O153 1.261, N154 1.367, H157 1.101
153 O -5.002 0.897 5.482  C152 1.261
154 N -2.694 1.408 5.743  C152 1.367, C155 1.493, C156 1.410
155 C -1.505 2.179 5.273  N154 1.493, H158 1.090, H159 1.090, H160 1.090
156 C -2.312 0.506 6.757  N154 1.410, H161 1.090, H162 1.090, H163 1.090
157 H -3.963 2.402 4.534  C152 1.101
158 H -1.006 2.569 6.161  C155 1.090
159 H -1.892 2.996 4.665  C155 1.090
160 H -0.947 1.499 4.630  C155 1.090
161 H -3.182 0.190 7.332  C156 1.090
162 H -1.777 -0.381 6.417  C156 1.090
163 H -1.797 1.078 7.528  C156 1.090

As for the spin multiplicity: 2. As for the total charge: +1. The frontier orbital gap (spin up / spin down) is 6.68 / 1.67 eV. Its expectation value of S² is 0.7770.



no.,DFT total energy (eV)
1,-22650.0950
2,-89985.1462